[1]
This record from the Open Molecules 2025 dataset describes a molecular structure, C19H28ClMnO2. The level of theory is ωB97M-V/def2-TZVPD.

Structure (XYZ):
```
51
Properties=species:S:1:pos:R:3:forces:R:3:mulliken_spin:R:1
O -0.561343 -0.401568 -5.250786 -0.53 1.54 -1.58 -0.0182
C -0.993420 0.854222 -6.002063 0.53 -0.45 0.24 -0.0002
C -0.436366 0.312243 -7.305280 -0.60 0.31 0.35 -0.0002
H -0.437580 1.772703 -5.731966 -0.79 -0.65 0.41 -0.0006
H -2.099625 0.939597 -6.012857 0.68 0.19 0.39 -0.0009
C -0.270743 -0.993243 -6.550437 -0.24 0.47 -1.01 -0.0010
H 0.476678 0.798113 -7.627461 0.12 -0.01 -0.04 0.0000
H -1.180185 0.270492 -8.077106 -0.12 0.04 -0.72 0.0001
C 1.079271 -1.539522 -6.781543 0.87 -0.81 -0.18 0.0018
H 1.841851 -0.775431 -6.747320 0.30 0.15 0.57 0.0003
H 1.113085 -1.903595 -7.805973 -0.14 -0.04 -0.30 -0.0002
H 1.314527 -2.408352 -6.184240 0.24 -0.11 0.55 -0.0004
C -1.351944 -1.928951 -6.992806 -0.53 -0.66 0.02 -0.0006
H -2.315166 -1.417966 -7.003392 -0.09 -0.06 0.17 0.0003
H -1.414462 -2.798292 -6.345355 -0.09 -0.17 0.16 0.0001
H -1.167316 -2.277623 -8.013872 0.08 0.05 0.09 0.0000
Mn -0.553549 -0.175965 -1.364867 5.28 0.81 0.89 4.4155
C -2.424153 -0.565547 -0.454646 -1.80 0.68 -0.52 0.0901
C -2.195808 0.841153 -0.328659 -1.54 -0.05 -0.56 0.0559
C -2.005790 1.338039 -1.653249 -1.84 0.13 -0.27 0.0211
H -2.209666 1.457201 0.584815 0.36 -0.67 -0.65 0.0044
C -2.203701 0.267286 -2.595246 -1.46 0.08 0.47 0.0999
C -2.414456 -0.929129 -1.858421 -2.75 1.16 0.20 -0.0165
H -2.633985 -1.880826 -2.322785 0.15 0.04 0.29 -0.0092
H -2.672284 -1.215324 0.354703 0.22 -0.40 0.33 0.0139
H -1.805852 2.354080 -1.928838 0.16 0.26 0.06 0.0045
H -2.288152 0.310073 -3.668849 0.40 0.16 0.03 0.0318
C 0.609893 -1.868573 -0.000784 0.70 -1.13 -1.04 0.1291
C -0.134607 -2.198935 -1.200810 1.69 -0.75 0.65 -0.0262
C 0.708143 -1.753360 -2.328177 0.10 -2.51 0.27 0.0194
H -1.007470 -2.866786 -1.197688 0.50 0.74 -0.24 0.0064
C 2.011691 -1.557777 -1.810877 0.00 0.78 1.10 0.1717
C 1.910572 -1.465879 -0.387030 0.42 -0.93 -0.85 -0.0307
H 2.725164 -1.120116 0.259688 -0.53 -0.23 -0.21 0.0063
H 0.302591 -2.026346 1.027036 -0.19 0.16 -0.19 -0.0030
H 0.482819 -1.897510 -3.386021 -0.08 -0.15 0.35 -0.0221
H 2.948542 -1.515452 -2.388900 -0.67 0.57 0.27 0.0024
O 2.413581 1.559514 -5.136926 -0.73 0.65 0.37 -0.0002
C 1.804234 0.915251 -4.002327 -0.11 -1.06 0.30 0.0344
C 0.630017 1.784396 -3.493217 0.76 0.04 -0.23 0.0914
H 2.569212 0.836857 -3.181147 -0.71 0.02 -0.60 -0.0085
H 1.474959 -0.110376 -4.304635 0.53 1.04 0.28 -0.0118
C 1.211787 3.191487 -3.801078 0.25 -0.42 0.14 0.0086
H 0.573910 1.618719 -2.415084 0.06 0.41 -0.09 -0.0997
H -0.398333 1.609915 -3.887660 1.34 0.05 0.15 -0.0313
C 2.219181 2.991197 -4.968404 -0.35 -0.99 -0.24 -0.0008
H 1.720859 3.532887 -2.886851 -0.18 0.15 -0.40 0.0018
H 0.424397 3.877914 -4.088174 -0.04 0.36 0.10 0.0001
H 3.199274 3.445202 -4.823496 -0.01 0.19 0.27 -0.0001
H 1.828467 3.342764 -5.931592 -0.03 0.17 0.16 0.0001
Cl 0.768250 1.324940 0.010445 0.45 0.82 0.27 0.0709
```
Forces are in eV/Å.

Calculated values
HOMO-LUMO gap (spin up / spin down): 4.932 / 6.353 eV
energy relative to the best compared isomer or geometry (same formula, charge and spin): 13.0 kcal/mol
charge: -1
total energy: -68092.412 eV
2S+1: 6
HOMO level (spin up / spin down): -2.267 / -3.692 eV
E_LUMO (spin up / spin down): 2.665 / 2.661 eV

***

[2]
This record from the Open Molecules 2025 dataset describes a molecular structure, C19H28ClN3SSi2V. The level of theory is ωB97M-V/def2-TZVPD.

Structure (XYZ):
```
55
Properties=species:S:1:pos:R:3:forces:R:3:mulliken_spin:R:1
V 0.007931 -0.106849 0.937313 0.04 0.54 -0.37 2.2778
C 3.165156 -0.588923 1.645752 0.01 0.03 0.00 -0.0005
Si 2.373240 0.245795 0.119813 0.05 -0.18 0.05 -0.1106
C 2.958247 -0.727476 -1.392470 0.03 0.07 0.03 0.0119
C 2.999830 2.007408 -0.042393 -0.18 0.01 0.01 -0.0016
C 4.323423 2.447764 -0.080557 0.02 -0.01 0.00 0.0052
C 4.603587 3.792481 -0.257456 -0.02 0.04 -0.01 0.0003
C 3.567023 4.711833 -0.403825 0.04 -0.02 0.01 0.0014
C 2.249243 4.287506 -0.369550 0.00 0.02 -0.01 0.0045
C 1.955281 2.935818 -0.183025 0.00 -0.13 0.03 -0.0165
Si 0.257072 2.148018 -0.069600 -0.08 -0.14 -0.07 -0.1307
C -0.816270 2.666001 -1.522250 0.05 0.01 0.03 0.0023
C -0.580112 2.693793 1.563621 0.03 -0.09 0.02 0.0084
H 4.239689 -0.382239 1.632717 0.00 0.00 0.00 -0.0022
H 3.052569 -1.675838 1.644208 -0.02 0.00 -0.02 0.0033
H 2.800503 -0.206813 2.604464 -0.02 0.01 -0.01 -0.0092
H 4.030425 -0.551611 -1.517411 0.00 0.00 -0.01 -0.0046
H 2.472341 -0.383543 -2.308211 -0.01 0.00 0.01 0.0016
H 2.817790 -1.806340 -1.306398 -0.02 0.00 0.04 0.0016
H 5.142654 1.744178 0.024601 0.00 0.00 0.00 -0.0005
H 5.630443 4.133894 -0.285938 0.00 0.00 0.00 0.0000
H 3.796333 5.760415 -0.543825 0.00 0.00 0.00 0.0001
H 1.453976 5.016449 -0.484952 0.00 0.00 0.00 -0.0003
H -0.830041 3.756781 -1.597199 0.00 0.00 0.00 -0.0051
H -1.845374 2.318309 -1.431372 0.01 -0.01 0.04 0.0040
H -0.406706 2.284419 -2.459730 0.02 0.00 0.01 -0.0004
H -0.453390 3.778888 1.625635 0.02 -0.01 0.01 -0.0053
H -0.104457 2.299235 2.469742 0.00 -0.01 0.02 -0.0127
H -1.650657 2.489249 1.618611 0.00 0.00 -0.03 0.0042
S -2.420126 -0.063336 0.435031 0.02 0.01 0.13 -0.0056
C -2.801753 -1.705716 0.071698 0.02 0.01 0.01 0.0258
N -3.007156 -2.069590 -1.188355 0.00 -0.06 0.02 -0.0045
C -3.409917 -3.414863 -1.597459 0.00 0.01 -0.03 0.0006
C -4.150615 -4.086535 -0.455270 -0.01 -0.01 0.00 0.0000
C -3.312967 -4.004577 0.808844 0.00 -0.01 0.02 -0.0002
N -2.915983 -2.613577 1.036904 -0.04 0.01 -0.07 -0.0013
H -2.926561 -1.334832 -1.872772 -0.01 0.00 -0.01 -0.0020
H -2.522226 -3.991080 -1.873471 -0.01 0.00 0.00 -0.0004
H -4.040379 -3.325238 -2.479831 -0.01 0.00 0.01 0.0001
H -4.348600 -5.127899 -0.702818 0.01 0.00 0.00 0.0000
H -5.109937 -3.592039 -0.294498 0.00 0.01 0.00 0.0000
H -2.419352 -4.629625 0.727172 -0.01 0.01 -0.01 -0.0002
H -3.878022 -4.339223 1.676480 0.01 0.00 0.00 0.0001
H -2.847278 -2.257945 1.975747 0.01 0.00 0.03 0.0019
Cl 0.917322 -5.445225 2.329503 -0.01 0.01 -0.01 -0.0006
C 0.653967 -4.366246 1.016278 -0.02 0.01 -0.08 0.0015
C 0.577488 -4.824728 -0.290347 0.00 -0.01 0.01 0.0114
C 0.356703 -3.899210 -1.298760 0.01 0.02 0.01 -0.0022
C 0.226996 -2.560649 -0.974493 0.01 0.03 -0.01 0.0753
N 0.303565 -2.124853 0.286947 0.01 0.02 0.18 -0.1514
C 0.508829 -3.011989 1.263804 0.06 -0.18 0.03 0.0560
H 0.696244 -5.877961 -0.506123 0.00 0.00 0.00 0.0000
H 0.306332 -4.207425 -2.333747 0.01 -0.01 0.00 -0.0003
H 0.080183 -1.801126 -1.731637 0.01 0.00 0.00 -0.0246
H 0.574494 -2.641213 2.281355 -0.01 0.01 -0.01 -0.0054
```
Forces are in eV/Å.

Calculated values
HOMO-LUMO gap (spin up / spin down): 7.529 / 6.014 eV
charge: +1
total energy: -89423.482 eV
2S+1: 3
HOMO level (spin up / spin down): -10.652 / -9.333 eV
E_LUMO (spin up / spin down): -3.123 / -3.319 eV

***

[3]
This record from the Open Molecules 2025 dataset describes a molecular structure, C19H28IO2Rh. The level of theory is ωB97M-V/def2-TZVPD.

Structure (XYZ):
```
51
Properties=species:S:1:pos:R:3:forces:R:3:mulliken_spin:R:1
O 0.603669 0.597702 -0.267760 1.41 0.86 -1.36 -0.0357
C 1.460288 0.782265 -1.552464 -1.66 0.21 0.58 0.0066
C 0.497267 1.947051 -2.030256 -1.61 -1.43 0.35 -0.0034
H 1.393774 -0.141823 -2.237492 0.64 1.62 1.67 -0.0002
H 2.465950 1.139437 -1.224132 -0.70 -0.58 -0.53 0.0016
C -0.403542 1.515080 -0.752999 0.56 0.93 -1.99 -0.0309
H -0.273448 1.729286 -2.838608 1.88 0.54 0.36 0.0007
H 0.941623 2.966863 -2.165667 -0.56 -0.89 0.60 -0.0005
C -1.627604 0.687442 -1.143088 -0.47 -0.14 -0.38 0.0371
H -1.355755 -0.315036 -1.560955 -0.32 1.19 0.83 -0.0140
H -2.147808 1.275062 -1.932078 -0.17 -0.44 0.54 0.0003
H -2.295449 0.547275 -0.258142 0.49 0.14 -0.93 0.0099
C -0.879151 2.815974 -0.101160 0.31 -0.16 0.43 -0.0039
H -0.030086 3.523660 0.022680 -0.63 -0.42 0.33 0.0012
H -1.446519 2.625201 0.832405 0.33 0.41 -0.36 -0.0037
H -1.563023 3.265169 -0.868802 0.48 -0.33 0.78 0.0007
Rh -0.560848 -0.748364 2.577766 11.69 0.33 -4.28 1.7780
C 1.079664 0.609542 4.259621 -0.95 2.16 -1.45 0.3103
C 2.458393 0.238347 4.150339 1.46 -0.03 -2.49 0.2392
C 2.878995 0.481116 2.795764 0.14 -0.32 2.66 0.0906
H 3.106256 -0.075498 4.976149 -0.46 -0.28 -0.53 0.0110
C 1.886776 1.249443 2.156202 -0.74 0.16 0.75 0.3189
C 0.691316 1.285253 2.998618 0.99 -0.78 1.55 0.0574
H -0.121145 2.004753 2.883809 0.41 -0.37 0.06 -0.0187
H 0.488693 0.543933 5.186938 0.31 0.12 -0.75 0.0146
H 3.822577 0.173740 2.351617 -0.18 0.25 0.26 0.0063
H 2.064516 1.836377 1.259307 -0.34 -0.34 0.17 0.0648
C -1.695164 -1.011067 4.245090 -1.42 0.34 1.66 0.0925
C -1.911601 0.275036 3.602749 -3.57 0.17 1.85 0.2182
C -2.389955 0.016798 2.265448 -1.96 1.17 0.21 0.1415
H -1.819097 1.239272 4.099007 -0.02 -0.30 -0.23 -0.0019
C -2.368579 -1.395544 2.064892 -2.84 -0.70 -0.11 0.1364
C -1.934974 -2.027525 3.265824 -2.72 -1.37 1.41 0.1610
H -1.843552 -3.099590 3.383414 0.11 0.22 0.17 0.0059
H -1.395871 -1.157466 5.285699 -0.08 -0.01 -0.52 0.0024
H -2.708156 0.733094 1.516199 0.07 -0.06 0.45 0.0031
H -2.655347 -1.910548 1.171789 -0.01 -0.04 -0.34 0.0328
O -0.112989 -1.443777 -2.434752 0.70 -0.27 -3.02 -0.0034
C -0.414511 -0.684387 -3.685426 0.47 0.75 0.73 0.0000
C 0.264612 -1.327755 -4.911540 -0.80 0.01 0.57 0.0000
H 0.052635 0.331100 -3.685679 -0.40 -1.04 0.68 -0.0004
H -1.504114 -0.478766 -3.694574 0.56 -0.64 -0.32 0.0000
C 1.226023 -2.391364 -4.294439 -0.09 0.12 0.12 0.0022
H 0.746518 -0.469410 -5.438686 0.04 -1.12 0.16 0.0000
H -0.510363 -1.724181 -5.569307 0.31 -0.34 -0.08 0.0000
C 0.945425 -2.417126 -2.765040 -0.52 0.37 0.85 0.0002
H 2.246326 -2.064756 -4.500476 0.05 -0.25 0.13 -0.0002
H 1.102196 -3.422933 -4.684461 -0.02 0.80 -0.05 0.0000
H 1.820270 -2.207591 -2.099447 -0.47 0.05 -0.75 0.0017
H 0.553533 -3.377187 -2.414959 0.10 0.02 -0.27 -0.0017
I 1.171339 -2.543565 1.761055 0.17 -0.28 -0.19 0.3715
```
Forces are in eV/Å.

Calculated values
HOMO-LUMO gap (spin up / spin down): 6.076 / 5.935 eV
energy relative to the best compared isomer or geometry (same formula, charge and spin): 17.4 kcal/mol
total energy: -35351.250 eV
2S+1: 5
HOMO level (spin up / spin down): -5.362 / -7.860 eV
E_LUMO (spin up / spin down): 0.714 / -1.924 eV

***

Strongest force on any atom for the records above, in order: 0.105; 0.013; 0.242 Eh/bohr